# C48H60N12O4P

A molecular structure, C48H60N12O4P (the ωB97M-V functional and the def2-TZVPD basis, the Open Molecules 2025 dataset).

Properties
- frontier orbital gap (eV) = 7.6
- 2S+1 = 1
- total charge = -3

Each line ends with the Löwdin charge.
Atoms and positions in Å:
C 49.285 23.181 44.785  -0.062
C 52.790 25.380 38.078  -0.133
H 50.150 22.148 33.863  0.025
H 48.252 29.424 34.789  -0.017
H 53.518 20.745 41.246  0.111
N 51.890 26.489 41.237  0.004
H 48.829 25.943 37.112  0.166
C 48.835 20.568 38.953  -0.185
H 47.800 21.499 45.106  0.019
H 48.527 22.481 39.839  0.029
H 47.631 27.082 45.667  0.022
H 52.338 28.818 41.333  0.147
N 48.219 21.512 39.738  0.075
C 51.974 26.518 36.235  -0.132
H 44.925 23.056 38.839  0.043
N 51.075 22.459 39.805  0.003
C 48.043 27.330 44.749  -0.073
N 48.465 26.607 36.151  -0.020
N 51.720 25.635 37.308  -0.025
C 48.238 28.521 35.047  -0.082
H 43.726 22.044 36.790  0.088
C 45.341 29.477 40.748  -0.077
H 49.271 26.759 41.693  0.016
C 48.448 26.290 34.848  -0.248
H 49.663 20.705 38.291  0.096
H 52.662 24.787 38.877  0.046
H 53.651 21.125 38.504  0.044
C 50.669 28.840 38.914  -0.216
C 50.312 23.084 35.621  -0.151
H 46.739 23.891 42.645  0.107
H 50.623 25.351 37.726  0.135
N 49.870 28.639 39.893  -0.046
C 53.867 25.668 41.675  -0.141
H 48.480 18.379 38.470  0.088
H 46.331 25.452 35.674  0.089
H 51.657 22.925 37.681  0.092
H 46.635 26.889 39.415  0.053
N 46.207 27.836 39.487  -0.020
C 48.144 22.547 36.366  -0.061
C 44.791 23.957 35.732  -0.105
C 44.227 23.051 36.860  -0.109
C 48.172 26.632 43.559  -0.174
N 48.989 27.334 42.620  0.011
C 45.205 29.872 39.190  -0.015
H 47.687 21.197 34.765  0.040
O 47.335 25.540 39.375  -0.298
C 45.780 28.721 38.524  -0.109
H 48.757 23.452 41.538  0.093
C 44.443 24.237 42.924  -0.121
H 54.610 27.845 41.799  -0.020
H 50.364 24.427 43.490  0.077
C 53.820 26.103 37.455  -0.086
H 44.611 23.877 34.659  0.062
C 52.623 25.347 41.426  -0.228
C 49.603 22.352 34.680  -0.101
H 51.227 21.902 41.972  0.134
H 45.093 30.251 41.461  0.049
C 49.655 23.685 43.566  -0.140
H 44.326 23.973 44.045  0.089
C 52.646 27.647 41.437  -0.132
C 49.014 29.700 40.253  -0.118
H 46.409 24.865 38.568  0.055
H 47.469 22.683 37.107  0.061
C 48.249 19.356 38.992  -0.087
C 48.228 22.127 44.467  -0.082
H 51.431 27.799 38.529  0.206
C 44.826 23.487 37.955  -0.197
C 48.234 22.031 43.151  -0.255
C 43.441 24.992 42.055  -0.088
C 49.547 28.470 43.319  -0.181
H 53.829 27.305 35.489  0.057
C 53.972 27.165 41.599  -0.099
H 46.247 27.680 41.781  0.140
O 49.305 25.169 38.295  -0.274
C 47.004 19.605 39.855  -0.070
P 48.767 25.265 39.608  0.127
C 48.369 21.789 35.228  -0.062
H 54.627 26.239 37.871  -0.023
H 49.225 24.136 37.165  0.102
N 49.375 23.277 36.496  0.002
H 52.134 24.344 41.356  0.113
C 47.135 20.952 40.113  -0.271
C 51.580 21.816 40.885  -0.232
H 49.358 31.743 39.612  0.036
H 47.836 21.243 42.510  0.106
H 50.134 22.961 39.959  0.047
C 52.676 21.184 40.501  -0.127
C 45.729 24.779 36.325  -0.153
O 48.985 23.789 40.205  -0.330
N 45.773 24.534 37.729  0.050
C 48.241 27.398 34.071  -0.107
H 43.908 25.590 40.152  0.021
C 49.563 30.736 39.543  -0.086
H 48.438 25.290 34.563  0.078
N 45.490 24.859 41.045  0.056
C 50.683 30.220 38.644  -0.054
C 52.858 21.569 39.019  -0.119
H 51.124 23.492 35.627  0.015
H 50.207 29.066 42.635  0.087
H 51.212 30.697 38.044  -0.030
H 49.444 27.596 40.109  0.112
H 44.858 30.623 38.874  -0.083
H 54.770 24.898 41.850  0.119
H 46.218 24.945 40.383  0.033
H 46.089 28.197 37.541  0.117
C 45.709 24.315 42.334  -0.124
H 48.263 29.687 40.964  0.064
C 51.865 22.354 38.607  -0.116
H 49.521 23.642 45.625  0.018
H 48.552 28.243 37.419  0.142
C 53.358 26.674 36.203  -0.096
H 47.602 25.792 43.137  0.077
H 50.751 26.367 41.038  0.109
H 51.188 26.901 35.689  0.061
C 48.981 28.661 44.558  -0.091
N 48.911 23.002 42.594  -0.013
C 44.132 25.129 40.913  -0.174
C 48.374 27.916 36.300  -0.184
H 46.220 21.511 40.289  0.114
O 49.409 26.192 40.541  -0.261
C 46.047 28.268 40.782  -0.184
H 49.232 29.316 45.450  0.066
H 46.350 18.915 40.255  0.031
H 42.347 25.241 42.287  0.097
H 48.071 27.383 32.844  0.127

Force components x, y, z for each atom (eV/Å):
-3.1 -2.9 -4.5
1.1 3.7 -4.6
1.2 -1.6 -3.3
-0.2 7.4 -1.6
-2.2 0.8 -2.2
-3.7 0.8 0.1
-1.4 1.9 -2.9
2.1 -0.8 -1.0
-1.7 -2.5 2.6
-0.6 0.3 -0.3
-1.0 -0.5 1.2
0.3 -3.6 0.2
2.7 -1.3 -3.3
2.2 -2.9 2.4
-0.2 -1.8 4.0
-1.9 1.8 -0.7
3.5 3.1 -3.1
1.6 -3.0 3.0
-4.9 0.2 -0.2
0.0 -8.4 1.1
0.3 1.6 -0.1
0.7 0.8 -4.6
-1.0 1.9 2.5
-0.6 -0.1 -0.9
0.6 0.9 0.3
0.2 -1.7 2.8
1.1 -0.1 -1.1
5.1 -0.6 -3.2
-10.8 -4.8 -2.7
-2.2 0.9 -0.5
3.4 1.0 -1.2
-6.4 -4.7 3.9
6.1 1.2 0.7
0.0 1.6 0.7
-0.3 -0.3 1.5
0.0 -0.8 1.1
-0.2 0.8 -0.9
0.2 0.1 2.0
5.8 0.2 -3.0
-0.4 -1.6 2.3
0.2 0.1 -3.7
0.1 1.9 -0.8
-0.2 0.1 3.6
6.5 -14.5 6.8
-1.7 -1.7 -1.3
-1.7 0.7 1.2
0.1 -0.2 1.0
1.0 -1.2 1.8
-0.1 1.6 1.9
5.3 3.9 1.3
1.1 1.7 -1.1
-7.3 -2.0 -3.9
0.0 0.1 0.5
-3.2 -0.9 -0.5
0.2 -1.8 1.7
-0.1 0.0 -2.2
0.1 -0.5 0.4
-2.6 -2.5 0.9
0.0 0.3 -2.2
1.3 -0.4 -0.9
4.2 0.6 -2.7
-0.7 -0.1 -2.5
-2.2 0.1 1.8
-3.2 -1.3 1.6
4.1 3.5 1.2
-2.5 3.8 1.1
2.6 3.2 -2.0
-1.9 -1.9 -1.6
0.4 -2.5 2.5
-0.7 -0.8 -2.2
0.7 0.4 -0.2
-6.8 -4.8 -0.5
0.0 0.9 -2.6
3.8 0.9 -6.5
4.4 1.1 -2.5
-2.1 -5.8 4.1
2.1 3.8 0.6
8.6 1.1 3.7
1.3 -2.7 -1.2
-4.9 2.7 6.5
0.5 1.1 0.0
-6.1 -1.7 2.3
-0.9 0.6 1.5
-0.8 2.0 0.1
-0.4 0.5 0.3
2.0 -0.1 -0.9
4.6 -1.0 -1.4
-0.7 -0.4 0.2
-1.4 3.6 -0.1
-1.8 -1.3 -1.4
-0.2 1.3 -1.3
-2.7 4.5 -8.0
2.3 -1.7 -1.9
0.2 -1.6 -0.5
-2.2 -1.7 3.6
-6.8 -4.7 6.8
1.3 -2.2 3.1
9.0 4.7 -0.1
-0.6 -0.4 1.3
4.6 4.2 -5.3
1.8 3.2 -0.7
-4.9 10.5 -4.6
-2.3 2.0 -0.5
0.6 0.4 -0.8
-1.2 2.1 1.0
-0.8 -0.6 -1.0
-1.1 -0.5 1.1
-1.9 0.4 2.6
1.1 1.5 4.0
-0.6 0.1 -2.7
-1.7 0.0 2.2
0.5 0.3 0.7
4.1 0.5 0.3
-1.4 0.5 -1.3
-1.3 -3.6 1.0
2.9 3.4 -2.5
3.9 -2.5 5.9
0.6 2.5 2.0
0.4 0.5 1.2
1.0 0.8 0.4
-1.9 1.1 1.7
-0.3 -0.7 -1.7
-1.6 -1.0 0.4
2.0 -0.6 -0.5
0.6 0.2 3.7

---

# C48H60N13O2PtS

A molecular structure, C48H60N13O2PtS (the ωB97M-V functional and the def2-TZVPD basis, the Open Molecules 2025 dataset).

Properties
- frontier orbital gap (alpha / beta) (eV) = 6.1 / 5.9
- 2S+1 = 1
- total charge = +1

Each line ends with the Löwdin charge.
Atoms and positions in Å:
C -5.120 3.153 -1.631  -0.203
H 5.865 3.804 1.706  0.122
C 0.431 0.139 6.893  -0.150
C 1.872 -2.101 -0.106  -0.064
H -5.334 1.575 -5.164  0.123
C -2.460 -5.001 -3.127  -0.027
C -5.585 -2.159 -3.186  -0.302
C -5.687 1.903 -1.809  0.011
H -4.781 4.710 -0.160  0.128
C -1.052 0.410 -5.091  -0.036
H -1.310 -2.392 -1.381  0.122
H 1.215 2.137 2.144  0.101
C -1.559 1.848 4.232  -0.030
C 2.710 -0.989 0.143  -0.305
C 1.596 -0.341 6.059  -0.154
H 0.811 -1.958 0.050  0.057
H -1.271 2.904 4.224  0.096
C -3.081 -4.581 -1.959  -0.205
H 0.803 -4.669 0.174  0.081
N 1.553 -0.404 -2.771  0.059
N 0.114 -0.079 -4.384  -0.152
H 3.050 0.805 2.978  0.109
H 6.341 -3.624 -0.915  0.075
H 4.427 0.347 1.995  0.109
C 4.412 3.248 0.203  -0.281
H -5.610 3.278 0.460  0.132
H 2.412 -1.967 -3.908  0.123
C -3.978 -3.663 -4.440  -0.013
N -3.530 3.135 0.224  -0.096
N -2.269 -3.590 0.106  -0.118
C 4.453 2.415 2.576  -0.278
C 2.557 3.799 1.763  -0.279
C 3.732 -3.499 -0.643  -0.027
H 5.025 3.606 -0.628  0.140
C 6.097 -2.618 -0.576  -0.044
C -2.926 -4.563 -4.365  -0.057
C 3.449 3.498 2.970  -0.114
C 1.840 2.515 1.326  -0.144
C 3.705 1.141 2.167  -0.075
N -6.938 -0.717 -2.351  0.132
H 2.984 2.216 -1.075  0.126
C -4.184 -3.745 -2.044  0.028
H 6.052 2.153 1.124  0.122
Pt 0.029 0.318 0.456  0.859
H 2.838 3.153 3.811  0.115
N -1.789 1.909 0.648  -0.034
H -6.041 1.329 -0.958  0.129
H 1.809 4.547 2.036  0.136
H 1.739 0.396 -5.641  0.129
H 5.094 2.179 3.428  0.141
C 0.132 0.103 4.100  -0.469
C 0.308 0.002 -3.061  -0.733
N -6.605 -2.076 -2.412  0.134
H -4.242 4.847 -2.616  0.122
C -4.682 3.864 -2.744  -0.016
H -1.573 -5.417 -0.669  0.115
H 1.998 -1.276 6.448  0.126
C -4.842 3.628 -0.228  -0.057
H 4.130 -4.465 -0.937  0.111
H 1.740 -2.567 4.343  0.097
H -1.206 -0.203 -5.979  0.096
C 5.311 2.911 1.402  -0.105
C -5.295 2.027 -4.180  -0.012
H -4.466 3.878 -4.875  0.111
H 6.616 -2.448 0.369  0.084
H 3.972 4.403 3.294  0.123
N 2.074 0.201 0.520  -0.098
C 4.101 -1.205 -0.030  -0.006
C -0.164 1.355 6.221  -0.154
C -1.598 3.208 0.998  -0.208
H -3.537 1.043 -0.231  0.130
H -1.067 1.685 6.735  0.125
C 2.358 -3.336 -0.491  -0.271
N -2.692 -3.378 1.377  0.128
H 6.500 -1.910 -1.301  0.081
H -1.598 -5.657 -3.075  0.116
C -6.087 -0.107 -3.091  -0.304
H -2.442 -4.901 -5.272  0.109
H 1.189 2.722 0.472  0.092
H -1.927 0.335 -4.450  0.061
H 0.715 -4.258 -1.540  0.066
C 1.899 -1.569 3.927  -0.027
H -1.717 1.516 3.212  0.054
H -2.478 -1.635 2.540  0.109
H 1.935 -5.399 -0.969  0.078
N -0.523 1.039 4.845  -0.074
H -3.189 -5.420 0.044  0.135
O -5.215 -0.955 -3.696  0.143
C 3.667 1.986 -0.249  -0.079
C -3.022 1.900 0.177  -0.154
H 2.406 0.397 6.081  0.129
H 2.764 4.574 -0.246  0.122
H 4.813 -0.416 0.120  0.089
S -0.812 0.523 -1.916  0.735
H 1.846 -0.539 -1.814  0.079
H -2.492 1.752 4.794  0.096
H 1.564 -1.557 2.895  0.070
H -0.677 3.581 1.421  0.104
H -0.927 1.453 -5.395  0.100
C -4.795 3.313 -4.013  -0.051
H -4.302 -3.276 -5.398  0.122
C -5.743 1.322 -3.072  -0.134
H -0.324 -0.649 6.946  0.128
C 2.280 -0.886 -3.941  -0.097
C 2.833 1.413 0.922  -0.435
H 3.259 -0.419 -4.017  0.123
C 1.403 -4.481 -0.719  -0.045
H -4.673 -3.391 -1.142  0.135
N 1.162 -0.575 4.688  -0.075
C -2.506 -4.860 -0.590  -0.059
H 2.969 -1.349 3.958  0.092
N -2.627 3.989 0.763  0.134
H 0.753 0.376 7.906  0.123
C 3.406 4.325 0.605  -0.115
C -2.324 -2.132 1.595  -0.192
O -0.188 -0.135 2.925  -0.081
H 3.927 5.241 0.901  0.123
C -1.696 -2.484 -0.376  -0.190
H 0.548 2.189 6.248  0.130
H 4.386 1.268 -0.624  0.098
C 1.342 -0.454 -5.083  -0.093
C -4.611 -3.257 -3.269  -0.131
N -1.707 -1.534 0.537  0.010
H 1.146 -1.261 -5.787  0.126
C 4.606 -2.439 -0.414  -0.267

Force components x, y, z for each atom (eV/Å):
0.1 0.0 0.0
0.0 0.0 0.0
-0.1 -0.1 0.0
0.2 0.1 0.1
0.0 0.0 0.0
0.0 0.0 0.0
0.1 -0.1 0.0
0.0 -0.1 0.0
0.0 0.0 0.0
0.1 0.0 0.0
0.0 0.0 0.1
-0.1 0.0 0.1
0.0 0.0 0.1
-0.2 0.1 0.1
0.0 0.0 -0.1
0.0 -0.1 0.0
0.0 0.0 0.0
0.1 0.0 0.0
0.0 0.0 0.0
-0.4 0.3 -0.1
-0.4 0.1 0.1
0.0 0.0 0.0
0.0 0.0 0.0
0.0 -0.1 -0.1
0.0 0.0 0.0
0.0 0.0 0.0
0.0 0.0 0.1
0.0 0.0 0.0
-0.1 0.1 0.1
-0.1 -0.2 0.0
0.0 0.0 0.0
0.0 0.0 0.0
0.1 -0.2 -0.1
0.0 0.0 0.0
-0.1 0.0 0.0
0.0 0.0 0.0
0.0 0.0 -0.1
0.1 0.0 0.0
0.0 0.1 -0.1
0.0 -0.3 0.0
0.0 0.0 0.0
0.0 0.1 0.0
-0.1 0.0 0.0
0.0 0.8 -0.8
0.0 0.0 0.0
-0.1 -0.4 0.2
0.0 0.0 0.0
-0.1 0.0 0.0
0.0 0.1 0.0
0.0 0.0 0.0
0.7 0.1 0.4
1.4 -0.5 -0.3
-0.2 0.3 0.0
0.0 0.0 0.0
0.0 0.0 0.0
0.0 0.0 0.0
0.0 0.0 0.0
0.1 -0.1 -0.1
0.0 0.0 0.0
0.0 0.0 0.0
0.0 0.0 0.0
-0.1 0.0 0.0
0.0 0.0 0.0
0.0 0.0 0.0
0.0 0.0 0.0
0.0 0.0 0.0
-0.2 -0.5 0.1
-0.4 0.2 0.0
0.0 0.0 0.0
0.2 0.2 0.0
0.0 0.0 0.1
0.0 0.0 0.0
0.2 0.0 0.0
0.2 0.2 -0.2
0.0 0.0 0.0
0.0 0.0 0.0
0.0 0.1 0.0
0.0 0.0 0.0
0.0 0.1 -0.1
0.0 0.0 0.0
0.0 0.0 0.0
0.0 0.0 0.0
0.0 0.0 0.0
0.0 0.0 -0.1
0.0 0.0 0.0
0.0 -0.1 -0.1
0.0 0.0 0.0
0.1 0.0 0.0
-0.1 0.2 0.3
-0.1 0.1 -0.2
0.0 0.0 0.0
0.0 0.0 0.0
0.1 0.1 0.1
0.3 0.2 1.5
0.1 -0.1 0.0
0.0 0.0 0.0
0.0 0.0 0.0
-0.1 0.0 0.0
0.0 0.0 0.0
0.0 0.0 0.0
0.0 0.0 0.0
0.0 -0.1 0.0
0.0 0.0 0.1
-0.2 0.1 0.0
-0.2 -0.2 -0.5
0.0 0.0 0.0
0.1 0.0 0.0
0.0 0.0 0.0
-0.2 0.1 -0.1
0.0 0.1 0.0
0.0 0.0 0.0
0.0 -0.4 -0.2
0.0 0.0 0.0
0.0 -0.1 0.0
0.0 -0.1 0.0
-0.3 0.1 -0.9
0.0 0.0 0.0
0.0 0.0 -0.1
0.0 0.0 0.0
0.1 -0.1 -0.1
0.1 0.0 0.0
0.0 0.0 0.0
-0.3 0.0 0.3
0.0 0.0 0.0
-0.2 -0.2 0.0

---

Largest force on an atom across the listed records, respectively: 17.25, 1.55 eV Å⁻¹.
Energy relative to the best compared isomer or geometry (same formula, charge and spin) across the listed records, respectively: 170.0, 41.4 kcal per mole.